Below is an isolated molecule of C10H16N2O2, with properties calculated with wB97M-V/def2-TZVPD.

Each atom is followed by the atoms it is bonded to, with distances in Å.
Element x y z (Å)
1 C 0.29 0.03 -2.58  C3 1.371, N11 1.159
2 C 1.88 -0.68 0.45  C4 1.611, O13 1.197, O14 1.307
3 C 1.41 -0.52 -2.01  C1 1.371, C4 1.459, H15 1.082
4 C 2.13 0.13 -0.92  C2 1.611, C3 1.459, C5 1.525, C6 1.538
5 C 1.72 1.58 -0.67  C4 1.525, H16 1.087, H17 1.088, H18 1.091
6 C 3.65 0.00 -1.15  C4 1.538, H19 1.087, H20 1.087, H21 1.087
7 C -1.62 -1.43 -0.05  C10 1.533, H22 1.087, H23 1.087, H24 1.088
8 C -1.90 -0.69 2.32  C10 1.547, H25 1.087, H26 1.086, H27 1.086
9 C -2.50 0.88 0.45  C10 1.529, H28 1.087, H29 1.087, H30 1.087
10 C -1.54 -0.22 0.89  C7 1.533, C8 1.547, C9 1.529, N12 1.432
11 N -0.63 0.51 -3.10  C1 1.159
12 N -0.25 0.38 0.95  C10 1.432, O14 1.364
13 O 2.72 -1.43 0.87  C2 1.197
14 O 0.76 -0.53 1.10  C2 1.307, N12 1.364
15 H 1.74 -1.48 -2.37  C3 1.082
16 H 1.84 2.15 -1.59  C5 1.087
17 H 2.35 2.02 0.10  C5 1.088
18 H 0.68 1.64 -0.35  C5 1.091
19 H 4.19 0.42 -0.30  C6 1.087
20 H 3.91 0.55 -2.05  C6 1.087
21 H 3.94 -1.04 -1.26  C6 1.087
22 H -2.64 -1.81 -0.08  C7 1.087
23 H -1.34 -1.13 -1.06  C7 1.087
24 H -0.96 -2.22 0.28  C7 1.088
25 H -1.15 -1.39 2.68  C8 1.087
26 H -2.87 -1.18 2.31  C8 1.086
27 H -1.93 0.16 3.00  C8 1.086
28 H -3.53 0.57 0.62  C9 1.087
29 H -2.31 1.79 1.01  C9 1.087
30 H -2.37 1.09 -0.61  C9 1.087

Summary:
net charge	0
relative energy (zero: lowest compared OMol25 entry of this formula, charge and spin)	107.5	kcal per mole
E	-17700.380	eV